Computed, not measured: an isolated molecule of C5H4O at a distorted geometry, with wB97M-V/def2-TZVPD.

Structure (XYZ):
```
10
Properties=species:S:1:pos:R:3:forces:R:3
C 0.346 -1.396 0.542 0.5 0.1 0.3
C 0.423 -2.385 1.360 0.2 -0.2 0.0
C -0.607 -0.683 -0.369 -0.3 3.9 2.3
C 1.279 -0.110 0.665 0.7 -0.1 2.2
C 0.361 0.562 -0.294 0.9 2.3 1.3
O 1.680 0.187 -0.621 1.0 -0.7 -0.8
H -0.871 -0.886 -1.359 -0.4 -1.2 -1.3
H -1.469 -0.299 0.274 0.6 -1.0 -1.1
H 1.938 0.249 1.604 -1.8 -1.0 -2.5
H 0.383 1.715 -0.241 -1.4 -2.0 -0.5
```
Positions in Å, forces in eV/Å.

For the frontier orbital gap, the calculation gives 9.538 eV. The energy above the lowest of the compared OMol25 structures with the same formula, charge and spin is 541.8 kJ/mol. The value obtained for the strongest force on any atom is 4.5 eV/A. Its multiplicity is 1.

Just the Mulliken charges please, in e? Sure, here they are:
1. C -0.01
2. C -0.29
3. C -0.35
4. C 0.04
5. C -0.22
6. O -0.37
7. H 0.35
8. H 0.20
9. H 0.31
10. H 0.34